Formula: C2H2CaF3O3S
Source: the Open Molecules 2025 dataset
Level of theory: the ωB97M-V functional and the def2-TZVPD basis

Calculated values
**HOMO-LUMO gap**: 8.99 eV
**HOMO energy**: -0.508 hartree
**Multiplicity**: 1
**Electronic energy**: -1678.3175 hartree
**E_LUMO**: -4.82 eV
**Charge**: +1

Last column: Löwdin charge in e.
CARTESIAN COORDINATES (ANGSTROEM)
S  -0.292  -1.176  -0.540  0.989
O  1.170  -0.885  -0.928  -0.685
O  -0.378  -0.823  0.970  -0.574
C  -1.155  0.298  -1.346  -0.767
F  -1.097  0.130  -2.657  0.152
F  -2.418  0.325  -0.957  0.156
F  -0.560  1.432  -1.027  0.139
C  -0.145  0.579  2.658  -0.013
O  1.095  0.658  2.424  -0.308
Ca  2.082  -0.091  0.779  1.662
H  -0.800  1.295  2.131  0.120
H  -0.559  0.126  3.571  0.132



Formula: C2H2Cl2O2S
Source: the Open Molecules 2025 dataset
Level of theory: the ωB97M-V functional and the def2-TZVPD basis

Calculated values
**HOMO-LUMO gap**: 10.23 eV
**HOMO energy**: -0.395 hartree
**SMILES string**: O=S(=O)(Cl)/C=C/Cl
**Multiplicity**: 1
**Electronic energy**: -1546.3954 hartree
**E_LUMO**: -0.51 eV

Last column: Löwdin charge in e.
CARTESIAN COORDINATES (ANGSTROEM)
C  -0.520  -0.530  0.398  -0.248
C  -1.257  0.447  -0.189  -0.671
O  1.427  -0.591  -1.501  -0.346
O  2.095  -1.136  0.762  -0.319
S  1.210  -0.431  -0.059  0.357
Cl  -2.909  0.663  0.026  0.700
Cl  1.515  1.571  0.343  0.383
H  -0.755  -1.368  0.935  0.065
H  -0.806  1.376  -0.714  0.079